1.
Molecular formula: C36H81B2N5O7P
Method: DFT, wB97M-V/def2-TZVPD

The geometry in ORCA input format:
```
! wB97M-V def2-TZVPD RIJCOSX def2/J DEFGRID3
* xyz -1 1
N -2.146 6.646 2.975
C -2.541 5.561 2.117
O -3.336 4.763 2.506
C -1.912 5.550 0.754
C -2.196 4.285 -0.051
B -1.127 3.020 0.153
C -0.386 3.099 1.608
O 0.667 2.075 1.710
C 1.482 2.278 2.781
C 2.691 2.948 2.572
C 3.578 3.157 3.620
C 3.258 2.696 4.895
C 2.046 2.042 5.093
C 1.150 1.821 4.052
C -2.041 1.609 0.126
B -1.319 0.378 -0.489
O -1.079 0.218 -1.848
O -0.885 -0.659 0.327
C 0.005 3.018 -1.070
P 0.931 4.511 -1.405
O 2.003 4.249 -2.393
O -0.035 5.687 -1.936
O 1.598 5.071 -0.053
H -1.456 6.288 3.625
H -1.716 7.361 2.401
H -0.853 5.781 0.845
H -2.354 6.414 0.240
H -2.248 4.505 -1.118
H -3.196 3.962 0.227
H 0.109 4.055 1.816
H -1.075 2.904 2.436
H 2.906 3.292 1.573
H 4.518 3.657 3.444
H 3.939 2.834 5.718
H 1.793 1.696 6.086
H 0.222 1.294 4.203
H -2.925 1.801 -0.490
H -2.401 1.432 1.142
H -0.170 -0.077 -1.956
H -0.867 -0.305 1.220
H -0.519 2.830 -2.007
H 0.808 2.304 -0.909
H -0.681 5.327 -2.551
H 1.285 5.950 0.189
C 1.103 4.202 -9.011
C 1.718 4.558 -7.664
N 2.208 3.404 -6.943
C 2.499 3.671 -5.537
C 3.612 4.670 -5.218
C 3.178 2.590 -7.648
C 4.461 3.264 -8.155
H 0.345 3.426 -8.896
H 0.626 5.083 -9.444
H 1.851 3.852 -9.724
H 0.944 5.026 -7.049
H 2.496 5.324 -7.819
H 2.716 2.727 -5.034
H 1.580 4.030 -5.069
H 4.601 4.257 -5.422
H 3.572 4.910 -4.155
H 3.502 5.603 -5.776
H 2.678 2.134 -8.508
H 3.446 1.749 -7.003
H 4.252 4.190 -8.694
H 4.976 2.593 -8.848
H 5.156 3.486 -7.347
C -2.217 -1.363 7.821
C -2.816 -0.782 6.547
N -2.311 -1.415 5.346
C -2.611 -0.677 4.129
C -4.081 -0.505 3.737
C -2.478 -2.853 5.276
C -3.897 -3.422 5.414
H -1.127 -1.359 7.771
H -2.521 -0.762 8.679
H -2.551 -2.385 8.003
H -2.553 0.277 6.499
H -3.915 -0.825 6.620
H -2.068 -1.141 3.301
H -2.173 0.322 4.226
H -4.518 -1.434 3.370
H -4.158 0.225 2.929
H -4.686 -0.140 4.568
H -1.859 -3.304 6.057
H -2.040 -3.203 4.338
H -4.431 -3.001 6.267
H -3.841 -4.504 5.568
H -4.493 -3.258 4.517
C 6.940 -1.456 -6.748
C 6.007 -0.602 -5.901
N 5.378 -1.344 -4.827
C 4.257 -0.643 -4.219
C 4.538 0.677 -3.496
C 6.284 -2.013 -3.913
C 7.343 -1.165 -3.197
H 6.429 -2.353 -7.101
H 7.274 -0.888 -7.618
H 7.831 -1.761 -6.196
H 5.213 -0.221 -6.550
H 6.561 0.280 -5.540
H 3.753 -1.327 -3.532
H 3.529 -0.447 -5.014
H 5.044 0.524 -2.543
H 3.594 1.180 -3.276
H 5.135 1.359 -4.103
H 6.803 -2.801 -4.467
H 5.685 -2.544 -3.169
H 7.880 -0.511 -3.886
H 8.080 -1.821 -2.729
H 6.914 -0.551 -2.407
C -6.124 -10.491 3.946
C -5.853 -9.190 3.205
N -6.251 -8.017 3.958
C -6.303 -6.803 3.162
C -4.997 -6.283 2.553
C -5.657 -7.887 5.277
C -4.126 -7.884 5.379
H -7.162 -10.539 4.277
H -5.939 -11.339 3.284
H -5.478 -10.610 4.816
H -6.431 -9.199 2.277
H -4.793 -9.163 2.909
H -6.752 -6.012 3.769
H -7.014 -6.978 2.347
H -4.343 -5.850 3.309
H -5.218 -5.493 1.833
H -4.449 -7.062 2.023
H -6.034 -8.704 5.899
H -6.051 -6.979 5.740
H -3.675 -8.701 4.815
H -3.831 -8.007 6.424
H -3.691 -6.948 5.033
*
```

Properties
Kohn-Sham gap: 8.05 eV

2.
Molecular formula: C36H84Br9N3O19P4
Method: DFT, wB97M-V/def2-TZVPD

The geometry in ORCA input format:
```
! wB97M-V def2-TZVPD RIJCOSX def2/J DEFGRID3
* xyz 0 1
C 1.878 6.622 7.546
O 2.507 6.122 8.525
N 2.432 6.632 6.277
C 1.716 7.091 5.078
C 3.828 6.206 6.019
H 0.823 6.933 7.608
H 1.802 6.262 4.375
H 2.166 7.978 4.633
H 0.663 7.281 5.287
H 4.238 7.111 5.571
H 4.372 5.973 6.935
H 3.830 5.373 5.315
C 16.132 6.068 2.241
O 16.692 6.704 3.123
N 14.822 5.664 2.293
C 14.333 4.708 1.322
C 13.838 6.188 3.213
H 16.696 5.755 1.349
H 15.104 4.328 0.652
H 13.457 5.077 0.789
H 14.039 3.860 1.940
H 13.068 6.776 2.714
H 13.375 5.385 3.786
H 14.329 6.770 3.994
C 2.312 15.326 -5.204
O 1.901 14.410 -5.951
N 1.587 16.220 -4.463
C 2.188 17.374 -3.781
C 0.130 16.002 -4.283
H 3.393 15.501 -5.092
H 1.860 18.347 -4.147
H 3.263 17.476 -3.928
H 1.924 17.456 -2.727
H -0.451 16.830 -4.692
H -0.274 15.092 -4.726
H 0.026 15.926 -3.201
C 10.692 17.969 -3.302
Br 10.602 19.882 -3.898
Br 11.960 17.809 -1.804
Br 11.289 16.740 -4.820
H 9.709 17.700 -2.916
C 7.776 23.987 0.826
Br 6.104 24.954 1.270
Br 8.429 24.838 -0.838
Br 7.522 22.024 0.728
H 8.520 24.297 1.559
C 15.726 12.707 5.372
Br 14.240 13.319 4.348
Br 15.563 13.440 7.188
Br 17.471 13.396 4.749
H 15.800 11.622 5.309
C 20.007 10.595 -8.808
C 19.799 12.125 -8.765
O 19.611 12.552 -7.497
P 18.587 13.750 -7.177
O 17.239 13.574 -7.728
O 18.824 13.966 -5.609
C 17.796 14.656 -4.860
C 18.366 15.113 -3.487
O 19.449 15.014 -7.754
C 20.772 15.317 -7.434
C 21.708 14.762 -8.515
H 20.985 10.344 -8.398
H 19.165 10.104 -8.319
H 19.998 10.374 -9.875
H 20.697 12.647 -9.096
H 18.979 12.288 -9.464
H 17.393 15.476 -5.455
H 16.909 14.033 -4.745
H 18.736 14.262 -2.915
H 19.221 15.767 -3.656
H 17.686 15.738 -2.908
H 20.731 16.399 -7.310
H 21.036 14.901 -6.462
H 22.495 15.516 -8.540
H 22.152 13.899 -8.018
H 21.301 14.606 -9.514
C 5.853 3.961 -5.979
C 5.457 2.821 -6.882
O 4.858 1.785 -6.152
P 3.237 1.817 -5.812
O 2.389 2.516 -6.784
O 2.915 0.262 -5.664
C 1.599 -0.277 -5.413
C 1.257 -0.058 -3.937
O 3.301 2.333 -4.257
C 4.051 1.570 -3.358
C 3.688 1.744 -1.909
H 6.204 4.765 -6.625
H 5.021 4.290 -5.356
H 6.611 3.717 -5.234
H 4.729 3.198 -7.600
H 6.269 2.534 -7.550
H 0.853 0.292 -5.967
H 1.709 -1.343 -5.614
H 0.222 -0.397 -3.878
H 1.991 -0.574 -3.318
H 1.390 0.992 -3.679
H 3.996 0.504 -3.579
H 5.113 1.780 -3.492
H 4.125 0.966 -1.283
H 3.986 2.716 -1.518
H 2.617 1.643 -1.734
C 7.580 7.857 -12.809
C 8.583 8.921 -12.384
O 8.007 9.827 -11.484
P 8.209 11.458 -11.520
O 7.654 12.023 -12.755
O 9.836 11.487 -11.349
C 10.667 12.510 -11.872
C 11.145 13.498 -10.814
O 7.738 12.046 -10.047
C 8.155 11.444 -8.778
C 7.032 10.535 -8.354
H 6.666 8.354 -13.135
H 7.954 7.311 -13.675
H 7.390 7.175 -11.980
H 9.483 8.378 -12.096
H 8.950 9.485 -13.242
H 11.589 12.011 -12.170
H 10.228 12.998 -12.742
H 10.278 14.078 -10.496
H 11.452 13.067 -9.862
H 11.889 14.200 -11.191
H 9.092 10.914 -8.944
H 8.403 12.136 -7.973
H 7.315 10.046 -7.423
H 6.124 11.111 -8.172
H 6.687 9.756 -9.034
C 10.861 11.248 -0.323
C 9.382 11.218 -0.846
O 8.825 12.312 -0.148
P 7.304 12.795 -0.639
O 7.269 13.668 -1.848
O 6.661 13.366 0.780
C 7.120 14.532 1.436
C 8.460 14.300 2.116
O 6.469 11.389 -0.858
C 6.232 10.648 0.296
C 6.060 9.115 0.204
H 11.393 10.297 -0.363
H 11.400 12.067 -0.799
H 10.868 11.488 0.741
H 9.365 11.318 -1.931
H 8.869 10.312 -0.523
H 7.142 15.329 0.694
H 6.353 14.782 2.169
H 8.447 13.447 2.795
H 9.225 14.158 1.352
H 8.784 15.057 2.830
H 7.024 10.894 1.003
H 5.377 11.139 0.761
H 5.963 8.777 1.236
H 5.199 8.913 -0.433
H 6.908 8.593 -0.239
*
```

Properties
Kohn-Sham gap: 8.74 eV

3.
Molecular formula: C36H84N12O12
Method: DFT, wB97M-V/def2-TZVPD

The geometry in ORCA input format:
```
! wB97M-V def2-TZVPD RIJCOSX def2/J DEFGRID3
* xyz 0 1
C 7.133 -0.506 0.068
C 5.823 -1.230 0.160
O 5.293 -1.761 -0.855
N 5.308 -1.254 1.393
C 4.189 -1.957 1.912
H 7.725 -0.618 -0.841
H 7.762 -0.930 0.850
H 6.808 0.527 0.192
H 5.580 -0.366 1.791
H 3.930 -1.365 2.790
H 4.399 -3.003 2.132
H 3.291 -1.762 1.326
C 17.246 3.643 -0.354
C 16.671 3.109 -1.689
O 15.764 2.286 -1.648
N 17.210 3.671 -2.888
C 16.761 3.295 -4.261
H 16.372 3.813 0.275
H 17.589 4.667 -0.499
H 18.089 3.106 0.080
H 17.877 4.426 -2.956
H 16.272 2.321 -4.254
H 17.513 3.278 -5.050
H 15.974 4.007 -4.508
C 8.781 5.538 3.276
C 7.316 5.753 2.942
O 6.500 4.851 3.063
N 7.078 6.928 2.291
C 5.778 7.490 1.953
H 9.194 6.547 3.294
H 9.367 4.978 2.547
H 8.775 5.018 4.234
H 7.867 7.455 1.946
H 4.983 7.300 2.674
H 5.608 6.877 1.068
H 5.729 8.534 1.645
C -2.899 11.997 -1.118
C -1.722 11.319 -1.767
O -1.000 10.527 -1.127
N -1.475 11.650 -3.053
C -0.453 10.989 -3.864
H -3.737 11.772 -1.777
H -2.708 13.057 -0.946
H -3.101 11.416 -0.218
H -1.934 12.461 -3.442
H -0.069 11.518 -4.736
H -0.976 10.099 -4.213
H 0.377 10.506 -3.349
C 11.827 18.143 5.776
C 11.304 17.110 4.811
O 11.514 17.246 3.570
N 10.468 16.129 5.241
C 9.847 15.070 4.481
H 11.516 18.033 6.815
H 11.449 19.103 5.423
H 12.905 17.982 5.796
H 10.120 16.187 6.187
H 10.266 14.998 3.477
H 8.775 15.147 4.304
H 10.085 14.092 4.900
C 4.419 4.677 -6.687
C 3.836 5.728 -7.682
O 4.306 6.851 -7.568
N 2.952 5.311 -8.565
C 2.090 6.126 -9.466
H 4.558 5.128 -5.704
H 5.449 4.470 -6.977
H 3.989 3.683 -6.566
H 3.052 4.306 -8.571
H 2.142 7.203 -9.308
H 1.045 5.820 -9.404
H 2.498 5.965 -10.464
C 19.450 6.151 9.156
C 19.244 5.652 7.636
O 20.125 5.811 6.798
N 18.023 5.280 7.248
C 16.946 4.701 8.098
H 19.811 5.343 9.793
H 18.519 6.510 9.595
H 20.184 6.947 9.281
H 17.849 5.220 6.255
H 17.508 4.095 8.809
H 16.283 4.004 7.586
H 16.412 5.566 8.490
C 11.738 10.507 13.960
C 11.956 10.165 12.458
O 13.111 10.228 11.905
N 10.935 9.848 11.747
C 10.988 9.536 10.349
H 11.019 9.885 14.495
H 11.441 11.555 13.931
H 12.613 10.348 14.590
H 10.040 9.851 12.215
H 11.865 8.908 10.192
H 11.263 10.412 9.761
H 10.064 9.008 10.116
C -0.608 2.212 -2.202
C -1.572 1.099 -2.444
O -2.652 1.387 -2.928
N -1.130 -0.147 -2.114
C -1.859 -1.347 -2.434
H 0.356 1.810 -1.891
H -0.953 2.762 -1.327
H -0.515 2.894 -3.048
H -0.139 -0.341 -2.092
H -1.824 -2.026 -1.582
H -1.550 -2.012 -3.240
H -2.934 -1.222 -2.561
C 0.490 5.755 7.119
C -0.585 4.750 7.181
O -1.361 4.886 8.137
N -0.573 3.815 6.285
C -1.676 2.859 6.189
H 1.322 5.346 6.546
H 0.758 5.853 8.171
H 0.004 6.562 6.572
H 0.372 3.517 6.090
H -2.573 3.405 6.481
H -1.462 2.099 6.940
H -1.746 2.471 5.173
C 10.431 8.489 -3.565
C 9.813 9.760 -3.047
O 10.130 10.111 -1.924
N 8.997 10.381 -3.887
C 8.283 11.608 -3.506
H 9.849 7.582 -3.725
H 11.191 8.250 -2.822
H 11.016 8.598 -4.478
H 8.752 10.054 -4.811
H 7.792 11.438 -2.549
H 7.465 11.672 -4.224
H 8.943 12.467 -3.634
C -2.083 19.591 3.363
C -0.728 18.827 3.404
O 0.253 19.511 3.758
N -0.592 17.622 2.892
C 0.601 16.789 2.860
H -2.844 18.831 3.190
H -2.067 20.416 2.650
H -2.178 20.032 4.355
H -1.357 16.985 2.718
H 0.499 16.055 2.061
H 0.617 16.099 3.705
H 1.501 17.391 2.740
*
```

Properties
relative energy (zero: lowest compared OMol25 entry of this formula, charge and spin): 8.808 eV
SMILES string: CNC(C)=O.CNC(C)=O.CNC(C)=O.CNC(C)=O.CNC(C)=O.CNC(C)=O.CNC(C)=O.CNC(C)=O.CNC(C)=O.CNC(C)=O.CNC(C)=O.CNC(C)=O
Kohn-Sham gap: 9.65 eV

Which of these has the highest Kohn-Sham gap? C36H84N12O12